No. 1
A structure of composition C58H44N2OP2RuS2 in a non-equilibrium geometry. Source: OMol25; level of theory: ωB97M-V/def2-TZVPD.

Structure (ORCA input):
```
! RIJCOSX wB97M-V def2-TZVPD def2/J DEFGRID3
* xyz 4 1
Ru -0.13809 1.26848 -0.14909
O 0.75019 -1.15876 1.36579
S 0.14971 0.10584 1.75867
C 1.34625 0.99598 2.71974
C 1.08782 1.61808 3.93790
C 2.10788 1.91190 4.84560
C 3.40459 1.53288 4.53616
C 4.68432 1.57236 5.30831
C 5.74968 0.96430 4.36245
C 5.02878 0.70632 3.07614
C 5.44071 0.24544 1.84279
C 4.50287 0.17334 0.80635
C 3.14899 0.44048 0.99073
P 2.10278 0.65236 -0.47049
C 3.07287 1.83003 -1.44076
C 3.35543 3.05079 -0.81415
C 4.24183 3.93244 -1.40185
C 4.83405 3.60990 -2.62030
C 4.53373 2.41147 -3.25178
C 3.65191 1.51200 -2.66663
C 1.99458 -0.88280 -1.40123
C 1.34230 -0.80862 -2.64179
C 1.28485 -1.92669 -3.45548
C 1.85295 -3.12004 -3.02488
C 2.47147 -3.20036 -1.78242
C 2.54585 -2.08524 -0.96353
C 2.68638 0.80382 2.27479
C 3.66602 1.01125 3.25477
C -1.22566 -0.26082 2.82414
C -0.89641 -0.58423 4.13476
C -1.84826 -0.97190 5.07760
C -3.15739 -1.07310 4.66764
C -4.38342 -1.51521 5.39994
C -5.51745 -1.45676 4.35250
C -4.84521 -1.06647 3.07608
C -5.31604 -0.97543 1.78531
C -4.41228 -0.65274 0.77464
C -3.06654 -0.36048 0.99953
P -2.05852 -0.00875 -0.44959
C -2.27312 1.81254 -0.71370
C -1.74183 2.43972 -2.02361
C -2.86814 3.32064 -2.33727
C -2.70688 4.52860 -1.54566
C -2.84231 4.13933 -0.01148
C -2.77032 2.65710 0.21362
C -2.72874 -0.75565 -1.94544
C -3.88522 -0.23648 -2.54132
C -4.40913 -0.85932 -3.65992
C -3.77970 -1.97730 -4.19955
C -2.61927 -2.47188 -3.62125
C -2.08855 -1.86877 -2.49140
C -2.54656 -0.42981 2.33000
C -3.47772 -0.81404 3.31769
H 0.06534 1.83489 4.22136
H 1.86244 2.38199 5.78855
H 4.59488 1.01725 6.24460
H 4.93575 2.59436 5.60225
H 6.15250 0.03114 4.76421
H 6.61557 1.61453 4.22937
H 6.47352 -0.01274 1.65004
H 4.85473 -0.07327 -0.18970
H 2.89462 3.28550 0.14055
H 4.49211 4.85980 -0.90352
H 5.53546 4.29562 -3.07678
H 4.99762 2.16293 -4.19674
H 3.44396 0.56943 -3.15665
H 0.93427 0.14190 -2.97757
H 0.82105 -1.87220 -4.43227
H 1.82122 -3.99254 -3.66433
H 2.90972 -4.13407 -1.45620
H 3.02544 -2.14756 0.00313
H 0.14266 -0.56513 4.43003
H -1.54628 -1.19863 6.09102
H -4.57832 -0.89532 6.27631
H -4.23966 -2.53029 5.77765
H -6.28761 -0.73189 4.62653
H -6.03744 -2.41066 4.24801
H -6.34588 -1.19440 1.53656
H -4.78732 -0.64989 -0.23832
H -1.50102 1.67187 -2.76056
H -3.78178 2.99650 -2.83424
H -3.37777 5.35153 -1.79006
H -3.78010 4.52586 0.38917
H -3.17132 2.27440 1.14846
H -4.37771 0.64011 -2.13369
H -5.31846 -0.47880 -4.10686
H -4.20112 -2.46142 -5.07042
H -2.13208 -3.33941 -4.04659
H -1.19224 -2.26400 -2.03010
S 0.05509 7.04026 -0.25028
C -0.76370 5.47008 -0.33722
C -1.65793 4.82649 0.67084
C -0.22416 4.28160 0.44867
N 0.05851 3.20360 -0.40654
C -0.54860 3.43661 -1.71810
C -1.19930 4.85065 -1.67236
C -1.28924 8.19146 -0.51859
C -1.19681 8.96709 -1.66604
C -2.16299 9.95958 -1.85270
N -3.12542 10.15425 -0.97482
C -3.22195 9.42109 0.12027
C -2.30534 8.40767 0.39867
H -1.82668 5.26190 1.64692
H 0.45711 4.42653 1.27772
H 0.20974 3.34973 -2.49917
H -0.96251 5.45310 -2.54469
H -0.39495 8.83029 -2.37949
H -2.13679 10.59684 -2.72892
H -4.02739 9.65591 0.80554
H -2.38212 7.84303 1.32011
*
```

Summary:
Frontier orbital gap = 3.71 eV
HOMO level = -16.98 eV

---

No. 2
A structure of composition C58H50FGeO4P3S3Sn in a non-equilibrium geometry. Source: OMol25; level of theory: ωB97M-V/def2-TZVPD.

Structure (ORCA input):
```
! RIJCOSX wB97M-V def2-TZVPD def2/J DEFGRID3
* xyz 2 1
Sn -0.17176 0.57719 -0.72918
F 2.32474 -3.87641 2.83992
Ge 1.68114 -2.65081 1.70182
C 0.16194 -3.85291 1.07392
C 0.24584 -5.15601 1.56292
C -0.61626 -6.15031 1.13862
C -1.58166 -5.87181 0.18682
C -1.67916 -4.58731 -0.30958
C -0.82866 -3.57011 0.14222
P -1.19136 -1.94651 -0.61468
C -1.01566 -2.41041 -2.38688
C -1.71436 -1.76311 -3.40198
C -1.51556 -2.11911 -4.72538
C -0.61396 -3.11931 -5.04998
C 0.10564 -3.75001 -4.04618
C -0.07866 -3.38581 -2.72488
C -2.99236 -1.77641 -0.27998
C -3.66556 -2.62291 0.59862
C -5.03426 -2.50961 0.76752
C -5.74646 -1.54291 0.07972
C -5.06926 -0.63531 -0.71928
C -3.69846 -0.73541 -0.88128
C 3.36084 -2.58121 0.58602
C 4.25864 -3.63171 0.73302
C 5.51404 -3.58461 0.15152
C 5.89384 -2.48301 -0.59938
C 5.00474 -1.44131 -0.77858
C 3.74054 -1.49041 -0.19058
P 2.63404 -0.07011 -0.46978
C 3.68644 1.34689 0.02642
C 4.50714 2.05269 -0.84738
C 5.24094 3.12959 -0.38068
C 5.17714 3.50089 0.95302
C 4.38444 2.78129 1.83182
C 3.63884 1.71149 1.37112
C 2.55874 0.02959 -2.29088
C 2.55644 -1.18501 -3.08408
C 2.27594 -1.15611 -4.38378
C 1.94624 0.10269 -5.13448
C 1.67344 1.31619 -4.22318
C 2.20804 1.19919 -2.84798
C 1.72754 -1.17191 3.09692
C 2.66424 -1.44171 4.08922
C 2.82124 -0.62021 5.19032
C 2.03514 0.51189 5.31602
C 1.13194 0.81979 4.31842
C 0.97254 -0.00471 3.20352
P -0.27756 0.52219 1.97722
C -1.83336 -0.07261 2.69192
C -3.01946 0.39379 2.12832
C -4.23066 0.03049 2.68102
C -4.26526 -0.80501 3.78752
C -3.08596 -1.29021 4.33082
C -1.86636 -0.93051 3.78352
C -0.34466 2.32359 2.26972
C 0.60864 3.10279 1.62072
C 0.70164 4.45899 1.87352
C -0.18216 5.05489 2.76212
C -1.16416 4.29349 3.37432
C -1.24586 2.93109 3.13852
H 0.99464 -5.40781 2.29482
H -0.52306 -7.14611 1.54592
H -2.25286 -6.63971 -0.16748
H -2.42606 -4.35951 -1.05848
H -2.44986 -1.00821 -3.16508
H -2.06596 -1.61221 -5.50188
H -0.47516 -3.40531 -6.08128
H 0.80894 -4.53381 -4.28828
H 0.49464 -3.87811 -1.95068
H -3.13386 -3.37961 1.15482
H -5.54456 -3.18551 1.43512
H -6.81936 -1.48331 0.18022
H -5.61486 0.15159 -1.21738
H -3.16926 0.00969 -1.47138
H 3.97934 -4.48621 1.33132
H 6.20104 -4.40341 0.29562
H 6.87604 -2.43661 -1.04478
H 5.29124 -0.57881 -1.36628
H 4.57924 1.77139 -1.88888
H 5.86564 3.68069 -1.06538
H 5.74834 4.34669 1.30252
H 4.34424 3.05379 2.87432
H 3.01694 1.14639 2.05412
H 2.83034 -2.10881 -2.59568
H 2.28704 -2.04201 -4.99728
H 2.79474 0.34529 -5.79658
H 1.97514 2.24699 -4.71138
H 2.17284 2.11299 -2.26298
H 3.27524 -2.32741 4.01702
H 3.54134 -0.87631 5.95042
H 2.12034 1.15189 6.17982
H 0.53214 1.71229 4.40952
H -2.96846 1.04879 1.26852
H -5.14986 0.40089 2.25532
H -5.21146 -1.07251 4.23042
H -3.11206 -1.93811 5.19282
H -0.94526 -1.30301 4.21232
H 1.30904 2.62729 0.93402
H 1.46904 5.04629 1.39282
H -0.09996 6.10799 2.98162
H -1.85796 4.75929 4.05872
H -1.99486 2.33699 3.64062
O 0.82374 -0.16471 -5.95778
S -0.15236 1.07829 -6.06008
O 0.49444 2.19409 -6.65118
O -1.42496 0.63739 -6.48508
S -0.15846 1.47229 -4.03228
O -1.83926 2.36669 -0.58878
S -1.86786 3.86509 -0.33908
C -3.50096 4.20299 0.40742
C -3.86046 5.55079 -0.18418
C -3.68216 5.40239 -1.69458
C -2.38096 4.63069 -1.93088
H -3.40546 4.20749 1.49032
H -4.18146 3.41169 0.09542
H -3.18176 6.31159 0.20712
H -4.87666 5.84529 0.07132
H -3.64676 6.37659 -2.18048
H -4.52556 4.85359 -2.11668
H -1.56346 5.28719 -2.22878
H -2.47596 3.82799 -2.66208
*
```

Summary:
Frontier orbital gap = 7.54 eV
HOMO level = -13.16 eV

---

No. 3
A structure of composition C58H54N4OP2RuS in a non-equilibrium geometry. Source: OMol25; level of theory: ωB97M-V/def2-TZVPD.

Structure (ORCA input):
```
! RIJCOSX wB97M-V def2-TZVPD def2/J DEFGRID3
* xyz 1 6
Ru 0.95361 -0.44299 0.87653
C 1.56604 0.23351 5.38939
C 0.43152 -0.71450 4.98263
C -0.30561 -0.32774 3.67898
N 0.06848 -1.14086 2.53615
C -0.02736 -2.47159 2.63397
C -0.86240 -3.07380 3.60915
C -1.14030 -4.39057 3.90091
C -0.54534 -5.54212 3.40921
C 0.48421 -5.60108 2.47857
C 1.04798 -4.59912 1.72453
C 0.79553 -3.19833 1.66764
N 1.39467 -2.41360 0.77683
C 2.35619 -2.99270 -0.13738
C 3.30185 -2.00352 -0.81745
C 2.60243 -0.87290 -1.58307
N 2.14602 0.11271 -0.63549
C 3.12789 0.99898 -0.22097
C 3.80358 1.76288 -1.14501
C 4.88912 2.63700 -1.06247
C 5.74331 2.87973 0.01835
C 5.62628 2.43794 1.29956
C 4.47293 1.79797 1.92430
C 3.32470 1.07667 1.27056
N 2.71048 -0.00069 1.89326
C 2.94644 -0.31550 3.26743
C 2.43668 0.76538 4.25309
H 2.19120 -0.28683 6.11874
H 1.12621 1.09948 5.88872
H -0.28446 -0.73031 5.80650
H 0.81877 -1.73061 4.88641
H -0.07816 0.71192 3.42961
H -1.39113 -0.37791 3.84698
H -1.44882 -2.37144 4.18250
H -1.90876 -4.53672 4.65044
H -0.89570 -6.48074 3.81076
H 0.88649 -6.59112 2.30197
H 1.81154 -4.95676 1.05039
H 1.82042 -3.56584 -0.90853
H 3.00967 -3.67790 0.41578
H 3.91846 -2.58445 -1.50521
H 3.95612 -1.54455 -0.06928
H 1.76723 -1.27658 -2.16037
H 3.32390 -0.44214 -2.28950
H 3.41569 1.65125 -2.14851
H 5.15401 3.13203 -1.98836
H 6.63377 3.45326 -0.20753
H 6.43744 2.63799 1.98466
H 4.68856 1.45789 2.93451
H 4.01990 -0.49126 3.42515
H 2.44270 -1.26570 3.46577
H 1.87071 1.50697 3.68666
H 3.28402 1.29547 4.69266
O 3.18537 2.38248 1.82340
S 0.47986 1.92725 1.09097
C 0.61016 3.00347 -0.33015
C 1.21154 4.22779 -0.06809
C 1.32312 5.17694 -1.06685
C 0.82167 4.89749 -2.33034
C 0.26758 3.66092 -2.60261
C 0.15486 2.67983 -1.60985
P -0.38431 1.01164 -2.12554
C 0.55672 0.76480 -3.69479
C 1.72233 1.45429 -4.00822
C 2.47565 1.09104 -5.10956
C 2.08025 0.03380 -5.91108
C 0.90274 -0.63657 -5.62704
C 0.15733 -0.28570 -4.51818
C -2.04952 1.24056 -2.87206
C -2.75923 0.09233 -3.22393
C -3.98087 0.17814 -3.86402
C -4.51352 1.41739 -4.17289
C -3.83946 2.56185 -3.78526
C -2.62829 2.47835 -3.12013
C -1.22950 2.08358 1.57093
C -1.67180 3.24339 2.18372
C -2.93335 3.26183 2.75281
C -3.69276 2.10159 2.78560
C -3.26571 0.95509 2.13946
C -2.04854 0.95950 1.45772
P -1.66325 -0.10162 -0.02150
C -1.36841 -1.88625 -0.24440
C -1.94282 -2.88239 0.54889
C -1.81434 -4.21077 0.17399
C -1.13874 -4.55507 -0.98328
C -0.58963 -3.56167 -1.79135
C -0.69173 -2.24103 -1.41325
C -3.48478 -0.14300 -0.46106
C -4.20469 -1.31053 -0.70070
C -5.56459 -1.26713 -0.95515
C -6.22762 -0.05515 -1.02005
C -5.51044 1.12031 -0.85286
C -4.15925 1.07583 -0.57784
H 1.60448 4.41123 0.92131
H 1.79432 6.12623 -0.86063
H 0.88318 5.63719 -3.11395
H -0.07109 3.43593 -3.60527
H 2.02637 2.30099 -3.41488
H 3.38286 1.63209 -5.33515
H 2.68114 -0.25588 -6.75802
H 0.57046 -1.44351 -6.26258
H -0.75633 -0.81970 -4.31181
H -2.37786 -0.88884 -2.97547
H -4.51844 -0.72601 -4.11110
H -5.45209 1.48935 -4.70074
H -4.25757 3.53159 -4.00558
H -2.14724 3.38608 -2.79133
H -1.03779 4.11743 2.19499
H -3.30145 4.17320 3.19523
H -4.65267 2.10812 3.27469
H -3.88953 0.07324 2.13503
H -2.53505 -2.60840 1.41005
H -2.27635 -4.98088 0.77282
H -1.05337 -5.58907 -1.27890
H -0.10656 -3.81465 -2.72593
H -0.27418 -1.45510 -2.03682
H -3.72199 -2.27417 -0.67663
H -6.10662 -2.19203 -1.09889
H -7.28937 -0.02870 -1.21110
H -6.01339 2.07193 -0.93642
H -3.61457 2.00117 -0.44848
*
```

Summary:
Frontier orbital gap (spin up / spin down) = 5.84 / 4.92 eV
<S²> = 8.863
HOMO level (spin up / spin down) = -8.04 / -9.24 eV

---

No. 4
A structure of composition C58H55GeKNO12P4S in a non-equilibrium geometry. Source: OMol25; level of theory: ωB97M-V/def2-TZVPD.

Structure (ORCA input):
```
! RIJCOSX wB97M-V def2-TZVPD def2/J DEFGRID3
* xyz -2 2
K 0.68021 -1.33741 0.07873
O 2.58484 -3.99309 -0.84743
S 2.44060 -3.16561 -2.06933
O 3.60399 -3.19291 -2.92089
O 1.94707 -1.84450 -1.70668
C 1.12253 -3.97011 -2.97464
C 1.36783 -5.31375 -3.24123
C 0.44022 -6.08146 -3.92098
C -0.74159 -5.48932 -4.34132
C -0.97881 -4.14935 -4.08456
C -0.06144 -3.34564 -3.39716
P -0.48112 -1.56680 -2.97108
C -2.01769 -1.34247 -3.95220
C -3.19463 -1.74363 -3.32265
C -4.43085 -1.55502 -3.91769
C -4.51178 -0.93499 -5.15773
C -3.34974 -0.51309 -5.78630
C -2.11095 -0.71653 -5.19034
C 0.75738 -0.73754 -4.05697
C 1.21394 -1.29614 -5.24694
C 2.17423 -0.64941 -6.01363
C 2.69280 0.56628 -5.59265
C 2.24320 1.13091 -4.40655
C 1.28264 0.48344 -3.64556
H 2.29815 -5.74802 -2.89784
H 0.63764 -7.12802 -4.11926
H -1.48697 -6.06914 -4.87369
H -1.90812 -3.71543 -4.42684
H -3.13757 -2.19795 -2.34147
H -5.32890 -1.86640 -3.39689
H -5.47623 -0.75977 -5.61953
H -3.40379 -0.00489 -6.74206
H -1.21781 -0.36185 -5.68831
H 0.82844 -2.25467 -5.57585
H 2.52501 -1.10487 -6.93230
H 3.45017 1.06905 -6.18286
H 2.64201 2.07974 -4.06809
H 0.90769 0.93144 -2.73418
N 1.44525 2.11689 0.94448
C 1.68966 3.45299 0.77470
C 2.99352 3.92884 1.00169
C 3.28482 5.27442 0.93580
C 2.28689 6.19795 0.63833
C 1.00518 5.73322 0.39445
C 0.67614 4.37860 0.44445
P -0.97685 3.71146 0.02805
C -1.75289 5.12169 -0.84965
C -1.21717 5.51376 -2.07728
C -1.82902 6.49125 -2.84245
C -3.00395 7.08901 -2.40381
C -3.55230 6.69860 -1.19287
C -2.93149 5.72394 -0.42135
C -1.82194 3.76659 1.65746
C -1.27938 4.34782 2.80133
C -1.97198 4.31657 4.00472
C -3.22263 3.71851 4.07558
C -3.77201 3.13520 2.94161
C -3.06833 3.14310 1.74548
H 2.21245 1.46498 1.02533
H 0.59613 1.72149 0.56971
H 3.77095 3.21085 1.23657
H 4.30118 5.60581 1.11542
H 2.50356 7.25737 0.58806
H 0.22460 6.44393 0.15206
H -0.31551 5.03840 -2.44475
H -1.39541 6.77246 -3.79463
H -3.49246 7.84370 -3.00839
H -4.47417 7.14720 -0.84198
H -3.37960 5.43258 0.51960
H -0.30539 4.81867 2.75209
H -1.53003 4.75950 4.88949
H -3.76197 3.69194 5.01513
H -4.73588 2.64364 2.98825
H -3.48908 2.65816 0.87060
C 2.19498 -4.31266 2.78426
C 2.19151 -2.85018 3.21107
O 2.84323 -2.78229 4.50306
P 3.21744 -1.81481 2.04186
O 3.95228 -2.83201 1.09856
O 4.40056 -1.27455 2.96486
O 2.53897 -0.69660 1.35119
P 0.42105 -2.31087 3.38579
O 0.75804 -0.82247 3.97955
O -0.20220 -3.15199 4.43274
O -0.18867 -2.17664 2.01695
H 3.20875 -4.71338 2.81213
H 1.81487 -4.42860 1.76762
H 1.55553 -4.86816 3.47025
H 2.33442 -2.17304 5.05299
H 3.44453 -3.24057 0.33358
H 4.43165 -1.80286 3.77785
H 0.05801 -0.18864 3.79210
C -3.45073 -5.29823 -1.37522
C -4.52818 -4.44171 -1.19799
C -4.38249 -3.29109 -0.43272
C -3.16660 -2.99089 0.18366
C -2.09920 -3.87860 0.02204
C -2.23688 -5.01597 -0.76192
Ge -2.95322 -1.29857 1.14511
C -3.09543 -1.60538 3.07120
C -3.47418 -2.83930 3.59229
C -3.59233 -3.02549 4.96299
C -3.32956 -1.98094 5.83551
C -2.94661 -0.74545 5.33189
C -2.83183 -0.56487 3.96159
C -4.43941 -0.12060 0.67190
C -5.54001 0.05532 1.51534
C -6.56031 0.93111 1.16826
C -6.48362 1.65438 -0.01804
C -5.38760 1.50066 -0.85612
C -4.37366 0.61322 -0.51446
H -3.55147 -6.17797 -1.99995
H -5.47695 -4.65439 -1.67761
H -5.21735 -2.60467 -0.33478
H -1.15438 -3.66817 0.51059
H -1.38713 -5.67251 -0.90856
H -3.65770 -3.67390 2.92439
H -3.86879 -3.99856 5.35159
H -3.40149 -2.13453 6.90563
H -2.72264 0.07444 6.00478
H -2.53492 0.40792 3.58067
H -5.59800 -0.48810 2.45310
H -7.40959 1.05961 1.83085
H -7.27144 2.35335 -0.27688
H -5.26822 2.08983 -1.75660
H -3.49965 0.56242 -1.15986
C -1.09411 2.73249 -3.76359
C -1.94826 2.00740 -2.71029
O -3.09375 2.45781 -2.50259
O -1.40697 1.01698 -2.14621
H -1.64391 3.56341 -4.20528
H -0.78579 2.03199 -4.54257
H -0.17630 3.10374 -3.29715
*
```

Summary:
ΔE to the lowest compared entry with this formula, charge and spin = 200.2 kJ/mol
Frontier orbital gap (spin up / spin down) = 6.77 / 7.02 eV
<S²> = 0.753
HOMO level (spin up / spin down) = -2.87 / -3.51 eV

---

We obtain DFT total energy values of -3993.7791 -7150.3780 -3712.1725 -7641.7027 Ha for the records listed above, in that order.